[1]
Density functional theory data (ωB97M-V with the def2-TZVPD basis set) for C16H22ClNRe as an isolated structure in a non-equilibrium geometry.

```
41
Properties=species:S:1:pos:R:3
C 1.591 4.705 -3.084
C 1.725 3.886 -4.299
C 0.358 5.444 -2.842
C 2.775 4.999 -2.268
Cl 1.033 2.352 -1.672
H 0.539 6.367 -3.419
H 0.172 5.750 -1.816
H -0.560 5.007 -3.229
H 2.075 4.617 -5.050
H 0.799 3.460 -4.692
H 2.467 3.082 -4.278
H 3.219 5.863 -2.794
H 3.551 4.231 -2.219
H 2.577 5.327 -1.249
C -1.714 -0.766 -0.997
C -2.057 0.573 -0.678
C -1.476 1.422 -1.670
H -2.706 0.879 0.127
C -0.690 0.547 -2.576
C -0.870 -0.784 -2.161
H -0.446 -1.677 -2.618
H -2.130 -1.637 -0.518
H -1.650 2.486 -1.802
H -0.133 0.885 -3.458
C 1.608 0.691 1.708
C 0.311 0.463 2.239
C -0.618 1.372 1.617
H 0.064 -0.206 3.043
C 0.131 2.288 0.839
C 1.537 1.842 0.875
H 2.382 2.361 0.459
H 2.499 0.111 1.916
H -1.678 1.418 1.845
H -0.229 3.203 0.415
Re 0.130 0.693 -0.508
C -0.481 -3.679 1.839
C -0.173 -2.432 1.158
N 0.226 -1.547 0.538
H 0.194 -3.828 2.685
H -0.360 -4.511 1.138
H -1.513 -3.683 2.213
```

Computed properties:
- HOMO (spin up / spin down) (eV) = -12.30 / -15.02
- charge = +2
- relative energy (zero: lowest compared OMol25 entry of this formula, charge and spin) (kJ/mol) = 160.3
- molecular weight (g mol⁻¹) = 450.0
- spin multiplicity = 4

Just the Mulliken charges please, in e? Sure, here they are: 1.015 -1.112 -1.258 -1.143 -0.240 0.413 0.368 0.339 0.438 0.348 0.342 0.436 0.320 0.373 -0.382 -1.206 -0.290 0.626 -0.222 -0.426 0.424 0.659 0.501 0.432 -0.790 -0.288 -0.864 0.672 -0.791 -0.149 0.573 0.414 0.580 0.656 1.183 -1.175 0.556 -0.357 0.355 0.343 0.325

[2]
Density functional theory data (ωB97M-V with the def2-TZVPD basis set) for C16H22DyN2 as an isolated structure in a non-equilibrium geometry.

```
41
Properties=species:S:1:pos:R:3
C -1.443 1.032 -3.627
C -0.071 1.020 -4.040
C 0.608 2.084 -3.362
C -0.348 2.756 -2.525
C -1.615 2.094 -2.677
Dy -0.098 0.473 -1.591
N -1.469 -1.401 -1.300
C -1.052 -2.628 -1.875
C 0.289 -2.055 -2.414
H 1.653 2.370 -3.505
H 0.365 0.353 -4.789
H -0.160 3.647 -1.920
H -2.559 2.390 -2.211
H -2.233 0.378 -4.008
H 0.352 -2.029 -3.504
H -1.724 -2.988 -2.681
H -2.430 -1.470 -0.942
H 1.174 -2.477 -1.929
H -0.892 -3.427 -1.120
C -0.696 -1.494 3.939
N -0.903 -1.123 2.569
C -1.864 -0.091 2.315
C 0.177 -1.325 1.624
C 1.148 -0.166 1.544
C 2.050 0.043 2.605
C 2.855 1.184 2.612
C 2.799 2.090 1.553
C 1.931 1.850 0.463
C 1.142 0.723 0.488
H -1.676 -1.562 4.432
H -0.086 -0.756 4.494
H -0.186 -2.466 3.983
H -1.451 0.928 2.457
H -2.245 -0.162 1.283
H -2.696 -0.226 3.024
H 0.707 -2.237 1.957
H -0.293 -1.525 0.635
H 2.093 -0.692 3.415
H 3.529 1.356 3.453
H 3.426 2.983 1.555
H 1.892 2.549 -0.381
```

Computed properties:
- HOMO (spin up / spin down) (eV) = -2.72 / -2.70
- charge = -1
- molecular weight (g mol⁻¹) = 404.9
- spin multiplicity = 6

Just the Mulliken charges please, in e? Sure, here they are: -0.292 -0.380 -0.468 -0.550 -0.549 0.320 -0.224 -0.267 -0.961 0.402 0.396 0.453 0.404 0.391 0.202 0.235 -0.104 0.172 0.204 -0.973 0.225 -0.717 -1.008 0.455 -0.496 -0.713 -0.549 -0.506 0.659 0.338 0.303 0.266 0.262 0.085 0.319 0.556 -0.152 0.394 0.327 0.331 0.209

[3]
Density functional theory data (ωB97M-V with the def2-TZVPD basis set) for C16H22F3N3O3 as an isolated structure.

```
47
Properties=species:S:1:pos:R:3
C -2.912 0.595 2.648
H -3.626 0.167 3.347
H -3.439 0.894 1.746
C -1.814 -0.411 2.323
C -2.352 -1.755 1.827
H -2.920 -2.233 2.628
H -1.502 -2.401 1.595
C -3.264 -1.636 0.598
C -2.659 -0.756 -0.473
O -3.164 0.284 -0.848
N -1.494 -1.236 -0.975
C -0.592 -0.486 -1.816
N -0.708 0.937 -1.674
C 0.072 1.418 -0.668
N 0.988 0.553 -0.247
C 1.848 0.865 0.710
C 1.838 2.103 1.321
C 0.881 3.028 0.880
C -0.011 2.699 -0.114
H -0.763 3.388 -0.462
H 0.843 4.006 1.336
C 2.799 2.451 2.413
H 3.410 3.304 2.121
H 2.261 2.722 3.320
H 3.454 1.612 2.633
H 2.538 0.084 0.993
H -1.655 1.299 -1.776
C 0.862 -0.944 -1.367
O 0.962 -1.949 -0.680
O 1.752 -0.572 -2.319
C 2.928 -1.374 -2.437
C 3.948 -1.118 -1.337
H 3.563 -1.483 -0.390
H 4.867 -1.649 -1.570
H 4.161 -0.054 -1.259
H 3.328 -1.102 -3.416
H 2.632 -2.428 -2.434
C -0.818 -0.873 -3.289
F -0.419 -2.124 -3.545
F -2.118 -0.819 -3.620
F -0.181 -0.070 -4.143
H -1.014 -2.017 -0.526
H -3.445 -2.628 0.182
H -4.223 -1.199 0.878
H -1.147 0.014 1.568
H -1.214 -0.593 3.218
H -2.482 1.487 3.099
```

Computed properties:
- HOMO (eV) = -8.79
- relative energy (zero: lowest compared OMol25 entry of this formula, charge and spin) (kJ/mol) = 39.4
- molecular weight (g mol⁻¹) = 361.4

Just the Mulliken charges please, in e? Sure, here they are: -1.426 0.350 0.292 0.627 -0.861 0.437 0.412 -0.969 0.458 -0.668 -0.093 0.432 -0.238 0.205 0.162 -0.374 0.700 -0.556 -0.981 0.516 0.456 -1.513 0.338 0.339 0.371 0.347 0.469 0.525 -0.769 -0.290 -0.242 -1.093 0.230 0.443 0.271 0.398 0.292 0.410 -0.304 -0.276 -0.285 0.372 0.373 0.355 -0.544 0.497 0.403

[4]
Density functional theory data (ωB97M-V with the def2-TZVPD basis set) for C16H22FeN3O as an isolated structure in a non-equilibrium geometry.

```
43
Properties=species:S:1:pos:R:3
Fe 0.033 0.346 -0.289
C -1.146 -1.453 -2.432
N -1.571 -0.821 -1.161
C -2.519 0.300 -1.403
C -2.079 -1.772 -0.191
C -3.277 -2.416 -0.399
C -3.749 -3.327 0.540
C -3.015 -3.562 1.698
C -1.801 -2.941 1.902
C -1.281 -2.047 0.945
N -0.069 -1.419 0.940
C 1.107 -1.764 1.544
C 1.302 -2.567 2.686
C 2.574 -2.895 3.104
C 3.692 -2.447 2.406
C 3.524 -1.617 1.302
C 2.258 -1.265 0.892
N 2.066 -0.402 -0.258
C 2.754 0.908 -0.103
C 2.422 -1.050 -1.541
H -2.008 -1.777 -3.018
H -0.577 -0.741 -3.031
H -0.528 -2.321 -2.215
H -3.415 -0.021 -1.939
H -2.832 0.728 -0.451
H -2.033 1.065 -2.015
H -3.849 -2.227 -1.299
H -4.686 -3.840 0.373
H -3.393 -4.240 2.451
H -1.280 -3.136 2.823
H 0.469 -2.913 3.272
H 2.697 -3.508 3.986
H 4.685 -2.733 2.723
H 4.392 -1.263 0.760
H 3.841 0.817 -0.148
H 2.452 1.578 -0.913
H 2.493 1.348 0.859
H 3.504 -1.153 -1.644
H 1.975 -2.041 -1.581
H 2.057 -0.452 -2.376
O -0.375 2.300 0.443
H -0.345 3.124 -0.061
H -0.627 2.538 1.345
```

Computed properties:
- HOMO (spin up / spin down) (eV) = -14.40 / -15.32
- charge = +2
- molecular weight (g mol⁻¹) = 328.2
- spin multiplicity = 6

Just the Mulliken charges please, in e? Sure, here they are: 0.516 -1.118 0.686 -0.906 0.494 -0.353 -0.820 -0.933 -0.786 0.564 0.093 0.542 -0.810 -0.916 -0.820 -0.346 0.500 0.676 -0.905 -1.120 0.355 0.348 0.323 0.372 0.377 0.386 0.405 0.430 0.459 0.352 0.391 0.457 0.429 0.403 0.371 0.385 0.378 0.354 0.323 0.350 -0.428 0.276 0.267

[5]
Density functional theory data (ωB97M-V with the def2-TZVPD basis set) for one molecule with the formula C16H22N2O6S in a non-equilibrium geometry.

```
47
Properties=species:S:1:pos:R:3
C -3.128 -2.553 -3.002
N -1.635 -2.777 -3.080
S -0.803 -2.106 -4.312
O 0.570 -2.496 -4.233
O -1.365 -1.900 -5.494
C -0.799 -0.202 -3.518
C -0.218 0.128 -2.299
C 0.019 1.220 -1.894
C -0.685 2.228 -2.543
C -1.454 2.011 -3.802
C -1.486 0.501 -4.148
H -1.856 0.321 -5.064
H -1.859 2.907 -4.364
H -0.829 3.177 -2.162
C 0.720 1.610 -0.650
O 0.523 2.794 -0.076
O 1.185 0.727 -0.138
C 1.679 0.869 1.255
H 2.354 1.584 1.131
H 2.250 -0.090 1.509
C 0.659 0.924 2.219
O -0.712 0.712 1.977
N 0.799 1.162 3.504
C 2.019 1.362 4.164
H 2.467 2.143 4.522
H 2.952 1.232 3.238
C 2.360 0.447 5.078
C 2.566 -1.269 4.478
H 2.403 -1.806 5.332
H 3.493 -1.090 4.029
H 1.872 -1.417 3.704
O 1.398 0.309 6.051
C -0.090 0.314 5.520
C -0.551 -0.871 5.038
H -1.668 -0.907 5.101
H -0.311 -1.988 5.708
H -0.138 -1.241 3.965
C -0.443 1.457 4.506
H -0.107 2.389 4.917
H -1.226 1.256 4.094
H -0.807 0.755 6.350
H 3.002 0.509 5.948
H 0.423 -0.773 -1.795
H -1.327 -3.580 -2.883
H -3.379 -2.924 -3.829
H -3.518 -3.080 -2.323
H -3.270 -1.397 -2.926
```

Computed properties:
- HOMO (eV) = -8.80
- relative energy (zero: lowest compared OMol25 entry of this formula, charge and spin) (kJ/mol) = 1968.3
- molecular weight (g mol⁻¹) = 370.4
- structure (SMILES) = CNS(=O)(=O)c1cccc(C(=O)OCC(=O)N2C[C@@H](C)O[C@@H](C)C2)c1

Just the Mulliken charges please, in e? Sure, here they are: -1.036 -0.271 1.168 -0.655 -0.575 -0.525 0.203 0.301 -0.408 -0.844 0.072 0.647 0.338 0.492 0.235 -0.748 -0.120 -1.326 0.479 0.328 1.322 -0.751 0.128 -0.885 0.384 0.240 0.148 -1.423 0.517 0.442 0.304 -0.433 0.500 -1.009 0.398 0.256 0.055 -1.366 0.348 0.884 0.243 0.414 0.064 0.266 0.492 0.479 0.230